# 1
{"formula": "C21H42O12", "method": "wB97M-V/def2-TZVPD", "elements": ["H", "C", "H", "H", "H", "H", "H", "H", "O", "H", "C", "H", "H", "O", "H", "H", "H", "H", "C", "H", "O", "C", "H", "C", "C", "H", "H", "H", "H", "C", "H", "H", "C", "C", "O", "H", "H", "O", "O", "H", "C", "C", "H", "C", "H", "H", "H", "O", "C", "C", "H", "H", "H", "H", "H", "C", "O", "H", "H", "O", "C", "C", "H", "H", "H", "H", "H", "C", "O", "O", "C", "C", "H", "O", "C"], "coordinates": [[12.962, 3.487, 5.077], [-7.900, 2.727, -8.531], [4.944, 2.080, -4.562], [-2.101, 3.639, -2.120], [0.318, 1.387, 2.680], [-7.263, -1.257, -0.366], [-7.270, 3.349, -9.166], [-7.564, -0.820, 1.995], [3.177, -3.717, 7.864], [5.130, -3.320, 8.588], [-7.017, 0.711, -9.172], [6.973, 1.346, -4.184], [4.352, -1.419, -3.278], [-1.621, 3.173, -0.158], [-8.673, 1.690, -10.326], [12.978, 1.831, 4.510], [-3.196, 2.482, -1.326], [5.033, -4.137, 6.987], [6.347, 0.471, -4.356], [-7.210, -0.334, -9.415], [-0.691, 2.936, 1.817], [12.367, 2.576, 5.019], [0.288, 2.833, 3.634], [-2.159, 2.802, -1.423], [-7.331, -2.105, 0.315], [-8.901, -4.373, 1.703], [-9.543, -1.924, 0.340], [4.434, 0.507, -5.267], [4.571, -2.480, 7.091], [10.123, 1.913, 4.504], [8.258, 0.496, 3.352], [-6.084, -1.622, 2.109], [7.961, 1.442, 3.805], [-6.682, 0.902, -7.700], [8.982, 2.374, 3.909], [-6.246, 1.093, -9.842], [-0.939, -3.701, 6.952], [2.750, -3.811, 5.652], [-7.140, 2.258, -7.439], [-9.168, 0.935, -8.840], [-0.329, 2.208, 2.989], [4.980, -0.673, -2.789], [-9.789, -3.028, 2.296], [2.350, -3.847, 6.791], [7.068, 1.889, 3.368], [4.607, 1.418, -2.318], [-8.805, -3.412, -0.409], [1.048, -3.837, 7.291], [4.571, -3.412, 7.657], [4.311, 0.666, -3.050], [-6.586, -2.851, 0.037], [4.926, -0.804, -1.708], [-8.749, 3.317, -8.186], [6.637, 0.079, -5.331], [7.639, 1.150, 4.805], [-1.234, 2.265, 0.788], [10.180, 0.841, 5.116], [-0.109, -4.573, 5.735], [-1.697, 1.946, -1.913], [6.261, -0.537, -3.361], [-7.110, -1.787, 1.781], [-8.346, 1.477, -9.308], [0.005, -2.794, 5.735], [-1.143, 1.742, 3.545], [-7.130, 0.162, -7.037], [3.227, 0.558, -3.023], [-5.597, 0.796, -7.663], [-0.022, -3.686, 6.362], [-1.397, 1.056, 0.689], [11.100, 2.855, 4.406], [-8.849, -3.290, 1.810], [4.929, 0.998, -4.430], [12.209, 2.262, 6.051], [-7.660, -2.906, 2.461], [-8.747, -2.667, 0.384]], "energy_ha": -1728.12071, "max_force_ev_per_a": 2.9, "homo_energy_ha": -0.3558, "lumo_energy_ha": 0.0148, "homo_lumo_gap_ev": 10.08}

# 2
{"formula": "C21H42O2Si3Zn", "method": "wB97M-V/def2-TZVPD", "elements": ["H", "C", "H", "H", "H", "C", "H", "H", "H", "C", "Si", "H", "H", "H", "H", "H", "H", "H", "C", "H", "C", "H", "O", "C", "C", "C", "H", "H", "H", "C", "H", "H", "H", "C", "H", "C", "H", "H", "H", "C", "Zn", "C", "H", "H", "H", "C", "H", "Si", "H", "Si", "H", "O", "C", "H", "C", "C", "H", "H", "H", "H", "C", "H", "C", "H", "H", "C", "H", "C", "H"], "coordinates": [[0.566, -1.531, 4.201], [2.473, -1.279, 0.515], [0.130, -3.147, 3.650], [0.046, -1.738, -3.540], [-0.678, 4.922, -0.051], [-4.446, 1.727, -1.690], [4.446, -0.384, 0.587], [-2.108, 3.167, -4.500], [1.101, 4.061, -3.521], [2.830, -0.283, 2.882], [-2.983, 0.534, -1.346], [-2.569, -1.645, -2.532], [-0.542, -3.945, -0.274], [2.312, -0.176, 3.833], [-0.767, 2.268, -5.186], [-4.404, 2.083, -2.715], [-0.887, -1.777, 3.220], [0.870, -3.154, -1.865], [0.952, -1.915, 2.120], [4.414, -2.153, 0.538], [2.045, -1.112, 1.907], [2.476, -2.429, -1.997], [-0.398, 1.410, 1.357], [0.147, -2.094, 3.370], [-0.331, 1.474, 2.762], [1.815, -3.000, -1.348], [0.030, -0.053, -4.125], [-2.087, 1.419, -4.402], [-0.007, 4.826, -2.410], [-3.182, -0.773, -2.728], [1.295, 3.830, -1.786], [-2.919, -0.403, -3.713], [0.247, 2.346, 3.076], [0.300, -0.711, -3.289], [3.799, -0.749, 3.080], [1.603, -2.308, -0.035], [-2.784, 3.388, 2.316], [0.738, 4.033, 0.485], [0.155, 0.568, 3.110], [-1.411, 1.634, -1.164], [1.244, 0.364, -0.162], [-0.433, -3.644, 0.766], [-0.454, 4.584, 1.646], [2.269, -3.981, -1.184], [-3.884, 0.036, 0.968], [0.670, -2.641, 0.916], [-1.385, -3.237, 1.110], [-1.294, 2.522, 0.499], [-3.634, -1.442, 0.074], [-0.567, 2.409, -2.683], [-4.220, -1.092, -2.766], [-0.416, -0.380, -2.133], [-0.113, 0.911, -1.623], [-2.259, -0.606, 0.769], [-3.214, -0.461, 0.274], [0.569, 3.928, -2.585], [-3.495, 3.661, 0.744], [-5.394, 1.214, -1.568], [-4.453, 2.591, -1.040], [1.382, -0.628, -3.129], [-2.953, 2.936, 1.342], [4.091, -1.225, -0.926], [-1.466, 2.303, -4.355], [-3.597, 2.077, 1.480], [-1.335, 1.540, 3.184], [-0.328, 4.171, 0.646], [-0.221, -4.540, 1.356], [3.940, -1.246, 0.153], [3.021, 0.718, 2.491]], "energy_ha": -3623.67884, "max_force_ev_per_a": 1.1, "homo_energy_ha": -0.2588, "lumo_energy_ha": 0.0070, "homo_lumo_gap_ev": 7.23}

# 3
{"formula": "C21H43AlN2P3SSe", "method": "wB97M-V/def2-TZVPD", "elements": ["H", "C", "H", "C", "P", "C", "H", "H", "H", "H", "H", "P", "S", "H", "H", "C", "H", "C", "C", "H", "H", "H", "C", "H", "C", "C", "C", "H", "C", "H", "H", "H", "C", "H", "H", "C", "H", "C", "C", "C", "H", "H", "H", "H", "H", "H", "C", "H", "H", "H", "C", "H", "H", "H", "Se", "N", "C", "P", "Al", "H", "H", "C", "H", "H", "C", "H", "H", "H", "H", "H", "N", "H"], "coordinates": [[0.125, 5.025, 0.391], [0.239, 1.077, -3.769], [-2.934, -0.631, -2.636], [-2.897, -0.762, 3.071], [-0.541, -0.333, -2.908], [-4.560, -1.187, -0.110], [-2.557, 0.947, -3.405], [3.084, 2.482, -0.919], [1.648, 2.495, 0.155], [3.219, 0.207, -2.809], [-2.751, -0.541, 4.114], [-1.021, 2.905, 0.041], [-1.621, -2.224, -0.333], [4.433, 0.263, -1.490], [0.039, 2.270, 3.258], [-2.253, 0.233, -2.620], [-1.049, 4.420, -1.861], [0.487, 0.254, 3.887], [1.583, -3.498, 0.885], [0.068, -2.189, -4.378], [3.122, -1.116, 1.173], [0.112, 4.032, 1.882], [4.383, -3.846, 0.812], [-5.593, -1.244, 0.250], [0.802, 1.551, 3.601], [2.321, -3.624, 2.080], [-2.518, 2.483, 1.019], [1.793, -3.604, 3.039], [3.480, -0.176, -1.815], [4.270, -3.946, 2.972], [-0.881, -1.251, 2.488], [-3.069, 3.401, 1.264], [3.715, -3.803, 2.041], [2.368, 0.359, 1.831], [-0.537, -0.025, 4.166], [-4.029, -0.734, 2.323], [-2.637, 4.410, -1.030], [-0.486, 4.368, 1.024], [2.989, -0.038, 1.018], [3.667, -3.686, -0.379], [-3.164, 1.799, 0.454], [-0.198, 1.139, -4.779], [1.446, 2.328, -1.614], [1.264, -0.469, 4.181], [-0.893, -0.941, -5.236], [1.825, 1.946, 3.755], [-0.790, -1.506, -4.295], [3.587, -1.267, -1.897], [-4.447, -0.288, -0.738], [0.339, -0.265, 2.015], [-1.803, 3.784, -1.378], [-2.174, 3.057, -2.114], [0.476, -3.441, 0.903], [-5.050, -0.490, 2.573], [1.409, -2.921, -2.086], [-1.884, -1.239, 2.255], [-2.351, -1.433, 0.992], [2.192, 0.255, -0.591], [0.472, -1.352, -0.861], [-1.369, 4.914, 1.381], [3.969, 0.456, 1.024], [2.275, -3.434, -0.347], [5.461, -4.019, 0.774], [0.054, 2.024, -3.240], [2.080, 2.062, -0.758], [4.167, -3.737, -1.351], [-2.207, 1.984, 1.946], [-4.310, -2.069, -0.711], [1.324, 0.923, -3.864], [-1.696, -2.101, -4.123], [-3.675, -1.138, 1.044], [-2.341, 0.717, -1.636]], "energy_ha": -5000.56853, "max_force_ev_per_a": 4.0, "de_lowest_kj_mol": 323.16, "homo_energy_ha": [-0.5937, -0.5935], "lumo_energy_ha": [-0.3678, -0.4635], "homo_lumo_gap_ev": [6.15, 3.54], "charge": 3}